Molecular formula: C4H10S
Method: DFT, ωB97M-V with the def2-TZVPD basis set

Output
HOMO energy = -8.433 eV
frontier orbital gap = 9.487 eV
net charge = 0
ΔE to the lowest compared entry with this formula, charge and spin = 117.3 kJ/mol
SMILES = C=C.CSC

CARTESIAN COORDINATES (ANGSTROEM)
C (-0.36, 0.55, 2.89)
C (-1.21, 0.55, 1.87)
H (-0.30, 1.41, 3.55)
H (0.33, -0.27, 3.01)
H (-1.94, 1.35, 1.75)
H (-1.31, -0.24, 1.13)
C (-0.58, -1.14, -2.00)
S (1.15, -0.84, -2.44)
C (1.65, 0.36, -1.20)
H (-0.66, -2.01, -1.35)
H (-1.13, -1.39, -2.91)
H (-1.03, -0.28, -1.53)
H (0.87, 0.95, -0.72)
H (2.19, -0.11, -0.38)
H (2.32, 1.08, -1.67)

Listed below, in e, are the Mulliken charges computed for each atom: number 1, C, carries -0.427; number 2, C, carries -0.440; number 3, H, carries 0.232; number 4, H, carries 0.231; number 5, H, carries 0.205; number 6, H, carries 0.204; number 7, C, carries -0.711; number 8, S, carries -0.088; number 9, C, carries -0.754; number 10, H, carries 0.250; number 11, H, carries 0.322; number 12, H, carries 0.184; number 13, H, carries 0.231; number 14, H, carries 0.256; number 15, H, carries 0.303

Molecular formula: C4H10S
Method: DFT, ωB97M-V with the def2-TZVPD basis set

Output
HOMO energy = -9.047 eV
frontier orbital gap = 9.944 eV
net charge = 0
ΔE to the lowest compared entry with this formula, charge and spin = 99.2 kJ/mol
SMILES = C=C.CCS

CARTESIAN COORDINATES (ANGSTROEM)
C (5.28, 0.67, -1.93)
C (4.97, 1.47, -2.95)
H (5.43, 1.07, -0.92)
H (5.40, -0.41, -2.07)
H (4.85, 2.55, -2.81)
H (4.83, 1.07, -3.96)
C (0.15, 1.81, 2.34)
C (0.12, 2.98, 1.37)
S (1.36, 4.26, 1.73)
H (1.15, 1.34, 2.35)
H (-0.59, 1.05, 2.04)
H (-0.08, 2.15, 3.36)
H (0.37, 2.65, 0.34)
H (-0.88, 3.45, 1.34)
H (0.90, 4.57, 2.96)

Listed below, in e, are the Mulliken charges computed for each atom: number 1, C, carries -0.434; number 2, C, carries -0.430; number 3, H, carries 0.216; number 4, H, carries 0.216; number 5, H, carries 0.216; number 6, H, carries 0.216; number 7, C, carries -0.908; number 8, C, carries -0.445; number 9, S, carries -0.213; number 10, H, carries 0.280; number 11, H, carries 0.287; number 12, H, carries 0.298; number 13, H, carries 0.296; number 14, H, carries 0.301; number 15, H, carries 0.103

Molecular formula: C4H10S
Method: DFT, ωB97M-V with the def2-TZVPD basis set

Output
HOMO energy = -9.048 eV
frontier orbital gap = 10.010 eV
net charge = 0
ΔE to the lowest compared entry with this formula, charge and spin = 225.7 kJ/mol
SMILES = C=C.CCS

CARTESIAN COORDINATES (ANGSTROEM)
C (-0.55, -2.45, 1.84)
C (-1.88, -2.82, 1.88)
H (0.17, -2.27, 0.92)
H (-0.03, -2.38, 2.82)
H (-2.39, -3.30, 1.07)
H (-2.31, -2.75, 2.90)
C (1.16, 0.58, -2.44)
C (0.14, 0.54, -1.26)
S (0.45, 1.89, 0.19)
H (1.24, 1.65, -2.64)
H (2.08, 0.13, -2.04)
H (0.77, 0.14, -3.47)
H (0.38, -0.36, -0.61)
H (-0.89, 0.81, -1.54)
H (0.61, 2.98, -0.59)

Listed below, in e, are the Mulliken charges computed for each atom: number 1, C, carries -0.391; number 2, C, carries -0.447; number 3, H, carries 0.165; number 4, H, carries 0.190; number 5, H, carries 0.265; number 6, H, carries 0.204; number 7, C, carries -0.749; number 8, C, carries -0.142; number 9, S, carries -0.215; number 10, H, carries 0.244; number 11, H, carries 0.267; number 12, H, carries 0.264; number 13, H, carries -0.120; number 14, H, carries 0.365; number 15, H, carries 0.101

Molecular formula: C4H10S
Method: DFT, ωB97M-V with the def2-TZVPD basis set

Output
HOMO energy (spin up / spin down) = -14.427 / -14.255 eV
frontier orbital gap (spin up / spin down) = 10.554 / 5.378 eV
net charge = +1
⟨S²⟩ = 0.75
ΔE to the lowest compared entry with this formula, charge and spin = 71.5 kJ/mol
2S+1 = 2

CARTESIAN COORDINATES (ANGSTROEM)
C (-1.92, 0.26, -0.92)
C (-1.91, -1.07, -0.92)
H (-2.49, 0.83, -0.18)
H (-1.43, 0.78, -1.72)
H (-2.40, -1.62, -0.13)
H (-1.43, -1.60, -1.72)
C (1.21, -0.06, 1.68)
C (1.59, 0.10, 0.20)
S (1.04, 1.72, -0.38)
H (0.35, 0.55, 1.94)
H (2.02, 0.32, 2.29)
H (1.04, -1.11, 1.93)
H (2.66, 0.16, -0.01)
H (1.16, -0.62, -0.49)
H (0.51, 1.38, -1.57)

Listed below, in e, are the Mulliken charges computed for each atom: number 1, C, carries -0.705; number 2, C, carries -0.502; number 3, H, carries 0.249; number 4, H, carries 0.464; number 5, H, carries 0.273; number 6, H, carries 0.283; number 7, C, carries -1.017; number 8, C, carries -0.289; number 9, S, carries 0.245; number 10, H, carries 0.340; number 11, H, carries 0.377; number 12, H, carries 0.300; number 13, H, carries 0.433; number 14, H, carries 0.287; number 15, H, carries 0.260

Molecular formula: C4H10S
Method: DFT, ωB97M-V with the def2-TZVPD basis set

Output
HOMO energy (spin up / spin down) = -13.674 / -13.627 eV
frontier orbital gap (spin up / spin down) = 9.468 / 4.444 eV
net charge = +1
⟨S²⟩ = 0.75
ΔE to the lowest compared entry with this formula, charge and spin = 167.1 kJ/mol
2S+1 = 2

CARTESIAN COORDINATES (ANGSTROEM)
C (-1.60, -0.46, 2.39)
C (-1.35, -1.27, 1.35)
H (-2.39, 0.20, 2.54)
H (-1.06, -0.54, 3.31)
H (-2.12, -1.28, 0.55)
H (-0.65, -2.02, 1.60)
C (0.80, 0.21, -2.22)
C (1.05, 0.38, -0.71)
S (0.51, 2.10, -0.11)
H (-0.29, 0.34, -2.53)
H (1.51, 0.78, -2.85)
H (0.97, -0.98, -2.50)
H (2.11, 0.48, -0.64)
H (0.76, -0.50, -0.10)
H (1.76, 2.55, -0.07)

Listed below, in e, are the Mulliken charges computed for each atom: number 1, C, carries -0.510; number 2, C, carries -0.716; number 3, H, carries 0.323; number 4, H, carries 0.254; number 5, H, carries 0.296; number 6, H, carries 0.377; number 7, C, carries -0.999; number 8, C, carries -0.307; number 9, S, carries 0.285; number 10, H, carries 0.352; number 11, H, carries 0.366; number 12, H, carries 0.304; number 13, H, carries 0.369; number 14, H, carries 0.308; number 15, H, carries 0.298

Molecular formula: C4H10S2
Method: DFT, ωB97M-V with the def2-TZVPD basis set

Output
HOMO energy = -8.451 eV
frontier orbital gap = 8.804 eV
net charge = 0
ΔE to the lowest compared entry with this formula, charge and spin = 207.5 kJ/mol
SMILES = C=CC.CSS

CARTESIAN COORDINATES (ANGSTROEM)
C (0.73, 0.69, -2.57)
C (0.09, 0.21, -1.48)
C (-1.34, 0.27, -1.07)
H (1.79, 0.76, -2.68)
H (0.04, 0.89, -3.40)
H (0.87, -0.24, -0.88)
H (-1.71, -0.56, -0.42)
H (-1.58, 1.25, -0.49)
H (-1.92, 0.54, -2.01)
C (0.33, 0.48, 2.23)
S (1.45, -0.83, 1.68)
S (0.03, -2.40, 1.63)
H (0.72, 1.54, 2.10)
H (0.22, 0.26, 3.32)
H (-0.63, 0.40, 1.83)
H (0.90, -3.25, 2.22)

Listed below, in e, are the Mulliken charges computed for each atom: number 1, C, carries -0.831; number 2, C, carries 0.380; number 3, C, carries -0.873; number 4, H, carries 0.281; number 5, H, carries 0.213; number 6, H, carries 0.125; number 7, H, carries 0.211; number 8, H, carries 0.201; number 9, H, carries 0.314; number 10, C, carries -0.759; number 11, S, carries -0.111; number 12, S, carries -0.195; number 13, H, carries 0.283; number 14, H, carries 0.339; number 15, H, carries 0.262; number 16, H, carries 0.162

Molecular formula: C4H11AuO2
Method: DFT, ωB97M-V with the def2-TZVPD basis set

Output
HOMO energy = -8.466 eV
frontier orbital gap = 8.183 eV
net charge = 0

CARTESIAN COORDINATES (ANGSTROEM)
Au (0.74, 0.00, 0.59)
O (-0.67, -0.02, 2.24)
H (-0.41, -0.79, 2.77)
H (-0.56, 0.76, 2.80)
C (0.98, -1.00, -2.65)
C (1.84, 0.16, -2.13)
C (1.09, 1.48, -2.37)
C (3.18, 0.18, -2.88)
O (2.16, -0.01, -0.78)
H (0.85, -0.94, -3.74)
H (0.00, -0.98, -2.18)
H (1.46, -1.96, -2.41)
H (0.97, 1.67, -3.44)
H (1.64, 2.31, -1.93)
H (0.10, 1.43, -1.91)
H (3.02, 0.31, -3.96)
H (3.71, -0.75, -2.70)
H (3.79, 1.01, -2.51)

Listed below, in e, are the Mulliken charges computed for each atom: number 1, Au, carries 0.229; number 2, O, carries -0.638; number 3, H, carries 0.375; number 4, H, carries 0.371; number 5, C, carries -1.509; number 6, C, carries 1.775; number 7, C, carries -1.535; number 8, C, carries -1.688; number 9, O, carries -0.731; number 10, H, carries 0.357; number 11, H, carries 0.372; number 12, H, carries 0.356; number 13, H, carries 0.366; number 14, H, carries 0.359; number 15, H, carries 0.369; number 16, H, carries 0.384; number 17, H, carries 0.393; number 18, H, carries 0.396

Molecular formula: C4H11BO2
Method: DFT, ωB97M-V with the def2-TZVPD basis set

Output
HOMO energy = -7.438 eV
frontier orbital gap = 7.633 eV
net charge = 0
ΔE to the lowest compared entry with this formula, charge and spin = 407.3 kJ/mol

CARTESIAN COORDINATES (ANGSTROEM)
B (2.19, -0.05, -0.12)
C (-0.52, -0.50, 1.36)
C (-0.56, 1.31, -0.56)
C (-0.94, -0.99, -1.18)
C (-0.38, -0.11, -0.08)
O (2.40, -0.55, 1.10)
O (3.42, 0.17, -0.77)
H (0.47, -0.54, 1.79)
H (-1.01, -1.40, 1.50)
H (-1.10, 0.26, 1.89)
H (0.01, 1.71, -1.48)
H (-0.41, 2.02, 0.18)
H (-1.70, 1.54, -0.96)
H (-0.87, -0.36, -2.09)
H (-0.39, -1.87, -1.32)
H (-1.92, -1.47, -0.95)
H (3.28, -0.41, 1.49)
H (3.37, 0.40, -1.72)

Listed below, in e, are the Mulliken charges computed for each atom: number 1, B, carries 0.413; number 2, C, carries -1.207; number 3, C, carries -1.770; number 4, C, carries -1.509; number 5, C, carries 1.314; number 6, O, carries -0.479; number 7, O, carries -0.580; number 8, H, carries 0.236; number 9, H, carries 0.373; number 10, H, carries 0.356; number 11, H, carries 0.308; number 12, H, carries 0.513; number 13, H, carries 0.331; number 14, H, carries 0.341; number 15, H, carries 0.397; number 16, H, carries 0.354; number 17, H, carries 0.317; number 18, H, carries 0.293

Molecular formula: C4H11BO3
Method: DFT, ωB97M-V with the def2-TZVPD basis set

Output
HOMO energy (spin up / spin down) = -7.384 / -7.225 eV
frontier orbital gap (spin up / spin down) = 7.882 / 7.854 eV
net charge = 0
ΔE to the lowest compared entry with this formula, charge and spin = 467.6 kJ/mol

CARTESIAN COORDINATES (ANGSTROEM)
B (0.64, 0.50, -0.07)
C (3.03, 0.08, 0.33)
C (-0.24, 0.65, -2.35)
C (-1.60, -1.44, 1.53)
C (-1.97, 0.74, 0.91)
O (1.69, 0.47, 0.74)
O (0.81, 0.56, -1.43)
O (-2.05, -0.24, 1.94)
H (3.68, -0.02, 1.31)
H (3.30, 0.78, -0.42)
H (2.99, -0.89, -0.07)
H (0.11, 0.23, -3.39)
H (-0.70, 1.73, -2.45)
H (-0.93, -0.05, -1.97)
H (-0.71, -1.24, 0.97)
H (-2.38, -1.98, 0.98)
H (-1.23, -2.05, 2.33)
H (-2.17, 0.48, -0.06)
H (-2.28, 1.69, 1.16)

Listed below, in e, are the Mulliken charges computed for each atom: number 1, B, carries 0.634; number 2, C, carries -0.578; number 3, C, carries -0.646; number 4, C, carries -0.382; number 5, C, carries -0.631; number 6, O, carries -0.383; number 7, O, carries -0.510; number 8, O, carries -0.320; number 9, H, carries 0.207; number 10, H, carries 0.283; number 11, H, carries 0.304; number 12, H, carries 0.209; number 13, H, carries 0.240; number 14, H, carries 0.316; number 15, H, carries -0.001; number 16, H, carries 0.262; number 17, H, carries 0.268; number 18, H, carries 0.379; number 19, H, carries 0.349

Molecular formula: C4H11BeO2
Method: DFT, ωB97M-V with the def2-TZVPD basis set

Output
HOMO energy = -12.011 eV
frontier orbital gap = 5.712 eV
net charge = +1
ΔE to the lowest compared entry with this formula, charge and spin = 118.3 kJ/mol

CARTESIAN COORDINATES (ANGSTROEM)
H (-3.75, -1.80, 0.09)
C (-2.61, -1.35, -0.01)
H (-2.31, -1.87, -0.93)
H (-2.22, -1.76, 0.93)
H (-2.90, -0.30, -0.02)
O (-0.89, -0.74, -0.26)
C (-0.49, 0.13, 0.77)
C (1.00, 0.41, 0.68)
O (1.30, 0.71, -0.70)
C (2.62, 1.21, -0.92)
Be (0.27, -0.22, -1.43)
H (-0.69, -0.31, 1.76)
H (-1.05, 1.08, 0.71)
H (1.60, -0.47, 0.97)
H (1.28, 1.27, 1.30)
H (2.74, 1.35, -2.00)
H (2.74, 2.17, -0.40)
H (3.36, 0.49, -0.55)

Listed below, in e, are the Mulliken charges computed for each atom: number 1, H, carries 0.280; number 2, C, carries -0.979; number 3, H, carries 0.178; number 4, H, carries 0.233; number 5, H, carries 0.237; number 6, O, carries -0.259; number 7, C, carries -0.265; number 8, C, carries -0.428; number 9, O, carries 0.044; number 10, C, carries -0.586; number 11, Be, carries 0.124; number 12, H, carries 0.390; number 13, H, carries 0.350; number 14, H, carries 0.369; number 15, H, carries 0.414; number 16, H, carries 0.259; number 17, H, carries 0.307; number 18, H, carries 0.331